No. 1
DFT (the ωB97M-V functional and the def2-TZVPD basis) results for 2 unconnected molecules or ions with the total composition C4H9NO3 in a non-equilibrium geometry.

Cartesian coordinates (Å):
1 C -2.326697 -0.206089 1.560489
2 C -1.467727 -1.239370 0.931897
3 C -0.017669 -0.882758 0.874932
4 O 0.845764 -1.439970 1.492238
5 N 0.345192 0.162946 0.001624
6 C -0.379555 1.022164 -0.819419
7 O -0.059310 1.180534 -1.962565
8 H -2.131164 -0.012886 2.613612
9 H -2.569327 0.736213 1.080397
10 H -3.426065 -0.420025 1.519353
11 H -1.389122 -2.130987 1.570032
12 H -1.902706 -1.552144 -0.016862
13 H 1.264546 0.145898 -0.452916
14 H -1.227295 1.480919 -0.295566
15 O 2.766627 0.976302 -1.682847
16 H 2.516549 1.888733 -1.851022
17 H 2.967583 0.517593 -2.527156

Forces on atoms 1 to 3 (eV/Å):
-3.0889 0.9691 0.9270
0.1800 -1.1120 0.4560
0.4630 1.4433 -1.1619

Values from the calculation:
* electronic energy: -438.27910 Ha
* ΔE to the lowest compared entry with this formula, charge and spin: 131.2 kJ/mol
* molar mass: 119.12 g mol⁻¹
* frontier orbital gap: 10.8 eV
* total charge: 0
* LUMO level: 0.735 eV
* 2S+1: 1


No. 2
DFT (the ωB97M-V functional and the def2-TZVPD basis) results for C4H9NO3 in the gas phase in a non-equilibrium geometry.

Cartesian coordinates (Å):
1 N 1.853268 1.254038 -1.234821
2 C 1.257473 0.458735 -0.083999
3 C -0.069903 -0.088839 -0.299339
4 O -0.322829 -0.870040 -1.457456
5 C -0.746338 -0.871615 0.933456
6 O 0.030518 -0.786445 2.206443
7 C -1.617007 0.325052 0.303104
8 O -2.642132 -0.217514 -0.368699
9 H 1.415622 2.174699 -1.161266
10 H 2.973266 1.361704 -1.260566
11 H 1.816763 -0.727381 -0.295390
12 H 1.434210 0.779688 1.050713
13 H 0.339249 -0.400894 -2.109861
14 H -1.095695 -1.802301 0.728554
15 H -0.300961 -0.698404 3.108618
16 H -1.893752 1.298177 0.851080
17 H -2.431753 -1.188658 -0.910571

Forces on atoms 1 to 3 (eV/Å):
1.0959 0.2030 1.0666
4.2720 -3.1618 0.1624
-5.5150 -1.3859 2.2346

Values from the calculation:
* electronic energy: -438.09934 Ha
* ΔE to the lowest compared entry with this formula, charge and spin: 603.2 kJ/mol
* molar mass: 119.12 g mol⁻¹
* frontier orbital gap: 9.0 eV
* total charge: 0
* LUMO level: 0.738 eV
* 2S+1: 1


> Number 2 is which compound?

C4H9NO3